# 1
The following is a DFT calculation (ωB97M-V with the def2-TZVPD basis set) of 2 unconnected molecules or ions with the total composition C6H9NO at a distorted geometry.

Geometry as XYZ:
```
17
Properties=species:S:1:pos:R:3:forces:R:3:nbo_charge:R:1
C 1.5974 1.3920 0.3725 4.502 -6.138 -0.341 0.37
C 0.1657 0.7551 0.5962 -0.770 1.499 -3.000 -0.34
C -0.6638 1.2002 -0.7524 -2.361 -0.819 -0.061 -0.38
C -1.9055 -0.0102 -1.0694 1.331 -2.649 -2.498 -0.42
C -1.2962 -1.0198 -0.0727 2.396 -0.217 -0.086 -0.14
C 0.1270 -0.7460 0.0620 0.575 -1.325 0.556 -0.08
H 1.9707 2.5859 -0.3897 -1.223 -3.648 2.717 0.19
H -0.4491 1.1204 1.4787 1.135 -0.840 -0.826 0.26
H -0.0323 1.3885 -1.6559 -0.357 -0.855 0.764 0.22
H -1.3112 2.0360 -0.7304 -0.102 1.616 0.806 0.21
H -3.1539 -0.0312 -0.8563 3.748 1.080 -1.025 0.25
H -1.5138 -0.3739 -2.1636 -1.980 0.987 2.221 0.22
H -1.5553 -0.5948 0.8093 -1.868 0.860 2.847 0.15
H -0.3930 -2.1015 1.4793 -0.832 -0.347 1.116 0.34
H 0.8395 -0.9182 -0.7657 -0.715 0.565 0.259 0.22
N -0.3085 -2.1737 0.4904 0.099 2.390 -2.099 -0.51
O 2.4513 0.3347 0.5680 -3.580 7.840 -1.349 -0.54
```
Positions in Å, forces in eV/Å.

The orbital gap comes out at 8.937 eV. For the energy relative to the best compared isomer or geometry (same formula, charge and spin), the calculation gives 945.4 kJ/mol. Its spin multiplicity is 1. Its maximum force is 8.72 eV/Å. Its HOMO energy is -9.14 eV.

=====

# 2
The following is a DFT calculation (ωB97M-V with the def2-TZVPD basis set) of a molecular structure, C6H9NO at a distorted geometry.

Geometry as XYZ:
```
17
Properties=species:S:1:pos:R:3:forces:R:3:nbo_charge:R:1
C 2.6921 -0.3976 0.1530 0.120 0.081 -0.208 0.22
C 0.7525 0.3938 -1.2398 1.252 3.425 -1.133 -0.44
C 1.8040 0.6411 -0.1445 -2.788 -0.251 0.913 0.13
C -0.0464 -0.0977 -0.1385 2.675 -1.137 1.251 0.09
C -0.1096 -1.6185 -0.0747 2.350 0.138 0.339 -0.64
C -0.9122 0.7531 0.7573 0.602 0.035 1.080 -0.66
N 3.4026 -1.2974 0.2449 0.337 -0.469 0.245 -0.34
O 1.8560 1.7650 0.6995 0.347 -1.925 0.113 -0.67
H 0.4838 1.4173 -1.6410 -0.023 -1.162 0.065 0.21
H 1.2096 -0.2321 -2.0434 -1.014 0.192 0.771 0.26
H 0.1169 -2.0958 0.9151 -0.378 0.666 -0.695 0.23
H 0.6686 -2.0215 -0.7915 -0.978 0.285 0.825 0.23
H -1.0603 -1.9170 -0.4207 -1.271 -0.596 -0.326 0.22
H -1.8968 0.5052 0.3125 -0.076 1.093 0.682 0.24
H -0.5623 1.8288 0.8223 -0.962 -1.121 -0.806 0.23
H -0.9060 0.4948 1.8931 0.038 -0.300 -2.087 0.24
H 1.6087 2.5562 0.2619 -0.230 1.047 -1.027 0.48
```
Positions in Å, forces in eV/Å.

The orbital gap comes out at 8.440 eV. For the energy relative to the best compared isomer or geometry (same formula, charge and spin), the calculation gives 315.7 kJ/mol. Its spin multiplicity is 1. Its maximum force is 3.82 eV/Å. Its HOMO energy is -7.89 eV.

=====

# 3
The following is a DFT calculation (ωB97M-V with the def2-TZVPD basis set) of C6H9NO in the gas phase at a distorted geometry.

Geometry as XYZ:
```
17
Properties=species:S:1:pos:R:3:forces:R:3:nbo_charge:R:1
C 0.5725 -0.2146 -0.6901 6.159 -1.212 -0.050 -0.34
C 1.3844 -1.1054 0.3324 -0.913 0.390 -0.748 -0.38
C 2.3602 -0.4125 -0.4867 -1.886 0.557 -0.296 -0.36
C -2.1979 -0.0634 0.6818 -0.182 -0.624 0.186 -0.73
C -0.0130 1.0164 -0.2796 -3.072 -2.569 0.006 0.23
C -1.4794 0.3464 -0.5813 -0.812 4.252 0.475 0.55
N 0.3739 1.9222 0.4914 0.631 0.648 0.018 -0.64
O -2.0248 0.4276 -1.6567 0.456 -0.780 0.206 -0.54
H 0.3814 -0.5963 -1.6843 -0.400 -0.165 0.339 0.26
H -0.3493 2.5740 0.7900 -0.156 -0.171 -0.123 0.35
H 1.2571 -0.7598 1.3487 -0.033 -0.082 0.124 0.23
H 1.2336 -2.1630 0.1639 0.063 -0.084 0.190 0.22
H 2.8336 -0.9188 -1.3153 -0.121 0.025 -0.016 0.22
H 2.8270 0.4870 -0.1150 -0.070 0.002 0.022 0.23
H -1.9908 -1.1186 0.8761 -0.098 -0.003 0.118 0.24
H -3.2762 0.0721 0.5632 0.172 -0.158 -0.227 0.24
H -1.8922 0.5068 1.5614 0.260 -0.026 -0.224 0.23
```
Positions in Å, forces in eV/Å.

As for the structure (SMILES): [H]/N=C(\C(C)=O)C1CC1. The orbital gap comes out at 9.047 eV. For the energy relative to the best compared isomer or geometry (same formula, charge and spin), the calculation gives 323.3 kJ/mol. Its spin multiplicity is 1. Its maximum force is 6.28 eV/Å. Its HOMO energy is -8.43 eV.

=====

# 4
The following is a DFT calculation (ωB97M-V with the def2-TZVPD basis set) of C6H9NO in the gas phase at a distorted geometry.

Geometry as XYZ:
```
17
Properties=species:S:1:pos:R:3:forces:R:3:nbo_charge:R:1
C -0.3630 2.0814 1.1791 -0.397 3.378 -3.711 0.52
C 0.0485 0.6611 -0.8493 2.478 -0.716 3.992 -0.07
C -0.6996 -0.4743 -1.3714 -2.474 1.199 0.372 -0.44
C -0.4455 -1.4688 -0.2868 -0.965 -3.014 1.942 -0.44
C 0.9777 -1.2802 0.4595 -1.612 -0.964 1.992 -0.41
C 1.0333 0.2579 0.4292 9.374 -3.806 -4.393 0.00
H -0.5028 2.2195 2.3353 0.488 -0.267 -2.181 0.17
H 0.1881 1.5200 -1.3791 0.648 2.279 -0.866 0.23
H -0.3832 -0.8238 -2.3466 0.208 0.198 -0.200 0.22
H -1.8252 -0.0259 -1.4740 2.224 -1.767 0.269 0.22
H -0.7917 -2.4917 -0.5184 1.242 -0.070 -0.655 0.22
H -1.1743 -1.4185 0.5305 0.066 1.102 -0.098 0.22
H 0.7235 -1.5219 1.6253 0.919 0.061 -2.676 0.20
H 1.8376 -1.9501 0.0979 -1.197 1.536 0.390 0.23
H 1.9690 0.8728 0.6088 -0.674 -1.168 -0.388 0.20
N -0.0474 0.8134 0.6655 -10.644 5.773 1.245 -0.49
O -0.5450 3.0292 0.2943 0.315 -3.753 4.966 -0.58
```
Positions in Å, forces in eV/Å.

As for the structure (SMILES): O=CN1[C@@H]2CCC[C@@H]21. The orbital gap comes out at 9.319 eV. For the energy relative to the best compared isomer or geometry (same formula, charge and spin), the calculation gives 436.1 kJ/mol. Its spin multiplicity is 1. Its maximum force is 12.17 eV/Å. Its HOMO energy is -8.59 eV.

=====

# 5
The following is a DFT calculation (ωB97M-V with the def2-TZVPD basis set) of C6H9NO in the gas phase at a distorted geometry.

Geometry as XYZ:
```
17
Properties=species:S:1:pos:R:3:forces:R:3:nbo_charge:R:1
C -1.6906 0.1307 -1.2094 0.213 -0.786 0.534 -0.66
C 1.1928 1.9214 -0.5917 -0.505 -0.395 -0.247 -0.66
N 1.1675 -1.7964 0.5373 1.119 -0.569 -2.209 -0.59
C -0.1220 -1.1942 0.6470 0.216 0.704 2.498 0.33
C -0.4945 -0.0805 -0.3164 0.491 0.759 -0.766 -0.01
C 0.6435 0.6113 -0.0862 -0.505 -0.385 -0.646 0.03
C 1.1793 -0.3872 0.9257 -1.765 0.017 1.431 -0.14
O -0.9080 -1.5990 1.7493 -0.171 0.128 -0.575 -0.71
H -1.4488 -2.3653 1.4979 0.260 0.318 -0.039 0.47
H 1.3350 -2.3854 1.3501 -0.144 0.208 -0.024 0.38
H 1.3007 -0.0937 1.9616 0.182 -0.219 0.011 0.20
H -2.6026 0.1240 -0.6027 0.068 0.288 -0.010 0.22
H -1.6282 1.0547 -1.7866 0.026 -0.135 0.074 0.22
H -1.8152 -0.7354 -1.8680 0.141 0.189 -0.218 0.22
H 1.1413 1.9524 -1.6852 0.302 -0.058 0.061 0.23
H 0.5376 2.7405 -0.2759 0.221 -0.052 0.226 0.23
H 2.2122 2.1022 -0.2468 -0.149 -0.012 -0.100 0.23
```
Positions in Å, forces in eV/Å.

As for the structure (SMILES): CC1=C(C)[C@]2(O)N[C@@H]12. The orbital gap comes out at 8.299 eV. For the energy relative to the best compared isomer or geometry (same formula, charge and spin), the calculation gives 373.4 kJ/mol. Its spin multiplicity is 1. Its maximum force is 2.60 eV/Å. Its HOMO energy is -7.50 eV.

=====

# 6
The following is a DFT calculation (ωB97M-V with the def2-TZVPD basis set) of C6H9NO in the gas phase at a distorted geometry.

Geometry as XYZ:
```
17
Properties=species:S:1:pos:R:3:forces:R:3:nbo_charge:R:1
C -2.8146 -1.1360 -0.7972 -0.509 -0.251 -0.554 -0.65
C -1.3123 -0.8307 -0.6415 -1.789 0.982 0.241 -0.21
C -0.8097 0.0816 0.2004 0.341 0.778 0.269 -0.05
C 1.3198 1.2710 1.1380 -0.059 2.022 -0.729 -0.19
C 2.6325 0.7837 0.4519 0.598 -0.568 -1.145 -0.51
C 1.6184 -0.0528 -0.4146 2.101 -1.654 -1.538 0.69
H -3.1013 -1.2988 -1.9380 0.535 0.856 2.352 0.22
H -3.5122 -0.3935 -0.2415 1.194 -1.204 -1.180 0.22
H -2.9913 -2.1540 -0.3760 -0.028 0.690 -0.081 0.22
H -0.7071 -1.3230 -1.3654 0.743 -0.332 -0.071 0.24
H -1.3954 0.7552 0.8883 0.390 -1.083 -0.833 0.20
H 0.9814 2.3316 1.0258 0.664 -0.637 0.113 0.19
H 1.2132 0.9686 2.1430 0.106 -0.194 1.350 0.19
H 3.1883 0.1080 1.1130 -0.112 0.126 -0.127 0.23
H 3.4203 1.3688 -0.1403 -1.632 -0.230 1.033 0.24
N 0.5823 0.4107 0.2585 -2.648 -0.305 0.085 -0.43
O 1.6876 -0.8903 -1.3046 0.104 1.002 0.815 -0.61
```
Positions in Å, forces in eV/Å.

As for the structure (SMILES): C/C=C/N1CCC1=O. The orbital gap comes out at 9.502 eV. For the energy relative to the best compared isomer or geometry (same formula, charge and spin), the calculation gives 155.8 kJ/mol. Its spin multiplicity is 1. Its maximum force is 3.08 eV/Å. Its HOMO energy is -8.59 eV.

=====

# 7
The following is a DFT calculation (ωB97M-V with the def2-TZVPD basis set) of 2 unconnected molecules or ions with the total composition C6H9NO2 at a distorted geometry.

Geometry as XYZ:
```
18
Properties=species:S:1:pos:R:3:forces:R:3:nbo_charge:R:1
C -1.7357 -1.0917 -0.8419 0.324 -0.245 0.712 -0.72
C -0.3133 -0.7331 -1.1917 -0.750 -0.284 -1.525 0.53
C -0.2051 0.6418 -1.6924 0.626 0.361 -0.200 -0.13
C -0.0820 1.7227 -2.2048 -0.120 -0.750 0.516 -0.15
O 0.5916 -1.5311 -1.3034 -0.142 0.380 0.451 -0.52
H -1.8036 -2.1474 -0.5902 0.001 -0.039 -0.035 0.23
H -2.0412 -0.4901 0.0147 -0.117 0.052 0.005 0.25
H -2.3996 -0.8543 -1.6704 0.078 0.062 -0.112 0.24
H 0.0570 2.6891 -2.5982 -0.001 0.395 -0.242 0.23
C 2.1216 -0.3292 1.2353 0.002 -0.118 -0.563 -0.66
C 0.6596 -0.1137 1.3681 -0.506 0.880 1.105 0.04
O -1.1765 1.1826 1.5277 -0.004 -0.375 0.017 -0.58
N 0.1850 1.0637 1.2347 0.465 -0.142 0.010 -0.14
H -1.3661 2.1198 1.3823 0.221 -0.237 -0.043 0.48
H 0.0581 -0.9348 1.7602 -0.236 0.033 -0.230 0.18
H 2.6182 0.5915 0.9425 0.040 0.057 0.060 0.23
H 2.2923 -1.0773 0.4610 0.128 -0.068 -0.008 0.24
H 2.5395 -0.7084 2.1664 -0.009 0.037 0.081 0.22
```
Positions in Å, forces in eV/Å.

As for the structure (SMILES): C#CC(C)=O.C/C=N/O. The orbital gap comes out at 10.311 eV. For the energy relative to the best compared isomer or geometry (same formula, charge and spin), the calculation gives 421.5 kJ/mol. Its spin multiplicity is 1. Its maximum force is 1.72 eV/Å. Its HOMO energy is -9.82 eV.

=====

# 8
The following is a DFT calculation (ωB97M-V with the def2-TZVPD basis set) of C6H9NO2 in the gas phase at a distorted geometry.

Geometry as XYZ:
```
18
Properties=species:S:1:pos:R:3:forces:R:3:nbo_charge:R:1
C -0.4472 1.4130 0.1089 0.103 0.140 0.346 -0.65
C 0.5390 0.2132 -2.0732 -0.399 0.014 0.464 0.66
C 0.0203 -1.3038 1.5182 0.345 0.009 -1.906 0.31
C 0.1586 0.1957 -0.4842 0.850 0.285 -3.959 -0.08
N 0.7859 1.4153 -2.6663 -0.204 0.419 0.929 -0.83
C 0.4343 -0.9784 0.0230 -0.915 -0.911 4.203 -0.19
C -1.1801 -1.0784 2.0539 0.303 0.138 -0.167 -0.54
O 1.0137 -1.9673 2.1713 0.211 -0.064 -0.023 -0.68
O 0.6008 -0.7890 -2.7594 0.027 -0.220 0.837 -0.62
H 0.6915 -2.2991 3.0210 -0.006 0.135 -0.175 0.48
H 0.9932 1.4385 -3.6531 -0.125 -0.075 0.198 0.41
H 0.5897 2.2661 -2.1684 0.171 0.041 -0.263 0.39
H 0.9527 -1.7872 -0.4657 -0.088 0.102 -0.398 0.25
H -1.5212 1.4569 -0.0763 -0.011 0.051 0.016 0.23
H -0.2646 1.4507 1.1808 -0.184 -0.097 0.086 0.24
H 0.0034 2.3175 -0.2987 -0.041 0.020 -0.076 0.20
H -1.4124 -1.3775 3.0671 0.057 -0.046 0.072 0.20
H -1.9576 -0.5863 1.5010 -0.095 0.059 -0.184 0.21
```
Positions in Å, forces in eV/Å.

As for the structure (SMILES): C=C(O)/C=C(\C)C(N)=O. The orbital gap comes out at 9.689 eV. For the energy relative to the best compared isomer or geometry (same formula, charge and spin), the calculation gives 123.6 kJ/mol. Its spin multiplicity is 1. Its maximum force is 4.40 eV/Å. Its HOMO energy is -8.94 eV.